{"formula": "C20H28N4O4", "method": "ωB97M-V with the def2-TZVPD basis set", "multiplicity": 1, "relative_energy_kcal_mol": 86.8, "max_force_ha_per_bohr": 0.0067, "smiles": "CC(C)C(=O)N(C)CC(=O)N1C[C@H](CNC(=O)c2cnoc2C2CC2)[C@H]2C[C@H]21", "homo_lumo_gap_ev": 9.5, "energy_ha": -1298.84458, "species": ["C", "C", "C", "C", "O", "N", "C", "C", "C", "O", "N", "C", "C", "C", "N", "C", "O", "C", "C", "N", "O", "C", "C", "C", "C", "C", "C", "C", "H", "H", "H", "H", "H", "H", "H", "H", "H", "H", "H", "H", "H", "H", "H", "H", "H", "H", "H", "H", "H", "H", "H", "H", "H", "H", "H", "H"], "xyz": [[-0.897, -3.651, 0.451], [0.080, -2.543, 0.808], [0.585, -2.698, 2.242], [-0.603, -1.192, 0.650], [-1.797, -1.075, 0.866], [0.168, -0.123, 0.292], [-0.463, 1.144, -0.002], [1.576, -0.191, 0.034], [1.883, -0.517, -1.430], [1.019, -0.910, -2.192], [3.176, -0.366, -1.796], [3.639, -0.583, -3.161], [4.783, 0.429, -3.325], [5.875, -0.090, -4.247], [6.914, 0.889, -4.490], [8.089, 0.904, -3.802], [8.347, 0.094, -2.929], [9.023, 1.990, -4.195], [8.753, 3.379, -4.326], [9.825, 4.065, -4.577], [10.853, 3.141, -4.592], [10.373, 1.915, -4.356], [11.341, 0.811, -4.362], [12.612, 0.939, -3.573], [11.548, -0.011, -3.126], [5.270, 0.683, -1.898], [4.461, 1.623, -1.049], [4.238, 0.138, -0.957], [-1.264, -3.536, -0.569], [-0.405, -4.622, 0.531], [-1.759, -3.639, 1.117], [0.921, -2.614, 0.115], [1.299, -1.918, 2.520], [-0.250, -2.644, 2.941], [1.074, -3.664, 2.372], [-1.523, 1.074, 0.212], [-0.027, 1.939, 0.611], [-0.332, 1.395, -1.059], [2.029, 0.771, 0.292], [2.060, -0.928, 0.673], [4.027, -1.605, -3.252], [2.829, -0.447, -3.870], [4.389, 1.361, -3.745], [6.336, -0.978, -3.814], [5.444, -0.386, -5.206], [6.818, 1.508, -5.277], [7.800, 3.881, -4.238], [11.407, 0.294, -5.311], [13.516, 0.546, -4.014], [12.765, 1.845, -3.006], [10.954, 0.239, -2.260], [11.699, -1.072, -3.253], [6.324, 0.568, -1.694], [4.961, 2.124, -0.230], [3.689, 2.218, -1.518], [4.499, -0.431, -0.077]], "atomic_forces_ev_per_a": [[-0.11, -0.13, -0.03], [0.14, -0.04, -0.11], [0.06, 0.04, 0.12], [-0.15, -0.05, -0.05], [0.03, 0.04, -0.01], [0.03, -0.01, 0.23], [-0.05, 0.21, -0.09], [0.03, 0.07, -0.04], [-0.09, -0.09, -0.03], [0.02, 0.02, -0.01], [0.07, -0.08, 0.12], [0.21, 0.00, 0.09], [-0.11, 0.05, 0.00], [-0.05, -0.15, 0.01], [0.12, 0.14, -0.04], [-0.06, -0.14, -0.17], [0.05, 0.00, 0.02], [0.08, 0.01, 0.30], [-0.21, -0.13, -0.21], [0.07, 0.03, 0.14], [0.03, 0.14, -0.16], [-0.09, 0.06, 0.06], [-0.04, -0.10, -0.15], [0.18, 0.03, 0.07], [-0.02, -0.14, 0.16], [-0.04, 0.06, -0.08], [0.13, 0.15, 0.23], [-0.14, 0.12, -0.29], [0.01, 0.01, 0.00], [0.01, 0.01, 0.01], [0.01, 0.03, 0.01], [-0.01, 0.04, 0.03], [-0.01, -0.01, -0.01], [-0.02, 0.00, -0.02], [-0.01, 0.00, -0.01], [-0.02, -0.06, 0.02], [0.00, -0.02, -0.02], [0.01, 0.00, 0.02], [-0.01, -0.03, -0.02], [0.04, -0.04, -0.01], [-0.05, 0.01, -0.12], [-0.10, -0.04, 0.03], [0.00, -0.03, -0.01], [0.05, 0.03, 0.04], [0.00, 0.04, 0.00], [0.02, 0.03, 0.03], [0.04, 0.07, -0.02], [0.01, -0.01, -0.01], [-0.02, -0.06, -0.05], [-0.08, 0.04, 0.02], [-0.03, 0.09, 0.00], [0.05, -0.01, -0.07], [0.01, -0.04, 0.07], [0.05, -0.09, 0.03], [-0.07, -0.08, -0.10], [0.02, 0.01, 0.08]]}

---

{"formula": "C20H28N4O4S", "method": "ωB97M-V with the def2-TZVPD basis set", "multiplicity": 1, "relative_energy_kcal_mol": 62.6, "max_force_ha_per_bohr": 0.0212, "smiles": "CCN1CCN(C(=O)c2cn(CC)c3ccc(S(=O)(=O)N(C)C)cc3c2=O)CC1", "homo_lumo_gap_ev": 8.4, "energy_ha": -1697.09196, "species": ["C", "C", "N", "C", "C", "N", "C", "O", "C", "C", "N", "C", "C", "C", "C", "C", "C", "S", "O", "O", "N", "C", "C", "C", "C", "C", "O", "C", "C", "H", "H", "H", "H", "H", "H", "H", "H", "H", "H", "H", "H", "H", "H", "H", "H", "H", "H", "H", "H", "H", "H", "H", "H", "H", "H", "H", "H"], "xyz": [[6.638, 3.688, -0.283], [5.145, 3.377, -0.271], [4.883, 1.962, -0.470], [5.212, 1.160, 0.696], [5.062, -0.321, 0.359], [3.704, -0.580, -0.066], [2.934, -1.445, 0.614], [3.375, -2.179, 1.486], [1.480, -1.517, 0.248], [0.958, -2.747, 0.021], [-0.348, -3.002, -0.221], [-0.842, -4.361, -0.420], [0.176, -5.467, -0.187], [-1.237, -1.951, -0.279], [-2.591, -2.139, -0.609], [-3.456, -1.070, -0.656], [-2.997, 0.212, -0.385], [-4.174, 1.555, -0.452], [-3.477, 2.809, -0.470], [-5.113, 1.283, -1.501], [-4.975, 1.315, 1.020], [-6.322, 1.843, 1.033], [-4.162, 1.743, 2.135], [-1.681, 0.426, -0.066], [-0.785, -0.644, -0.003], [0.617, -0.355, 0.356], [0.979, 0.755, 0.718], [3.323, 0.234, -1.192], [3.501, 1.714, -0.850], [6.787, 4.764, -0.331], [7.100, 3.230, -1.154], [7.133, 3.317, 0.610], [4.673, 3.912, -1.099], [4.693, 3.746, 0.667], [6.245, 1.354, 0.984], [4.554, 1.404, 1.550], [5.269, -0.944, 1.230], [5.749, -0.582, -0.454], [1.626, -3.592, 0.035], [-1.223, -4.442, -1.445], [-1.677, -4.513, 0.271], [-0.334, -6.422, -0.292], [0.981, -5.437, -0.918], [0.594, -5.416, 0.815], [-2.972, -3.119, -0.840], [-4.493, -1.199, -0.918], [-6.780, 1.586, 0.081], [-6.338, 2.932, 1.157], [-6.879, 1.378, 1.847], [-4.654, 1.458, 3.064], [-3.198, 1.241, 2.072], [-3.997, 2.826, 2.126], [-1.314, 1.422, 0.131], [2.291, 0.035, -1.480], [3.983, -0.019, -2.032], [3.266, 2.314, -1.732], [2.795, 1.973, -0.045]], "atomic_forces_ev_per_a": [[-0.28, 0.00, 0.06], [0.20, 0.02, -0.08], [-0.02, 0.04, -0.04], [0.13, -0.21, -0.14], [0.24, 0.04, 0.44], [0.23, 0.10, -0.05], [-0.24, -0.20, -0.11], [0.04, -0.22, 0.23], [0.00, 0.09, 0.08], [0.26, 0.30, 0.04], [0.16, -0.05, 0.03], [-0.17, -0.47, -0.10], [-0.12, 0.25, -0.03], [-0.15, 0.70, 0.06], [-0.11, -0.05, -0.02], [0.05, -0.21, -0.03], [-0.19, 0.54, 0.06], [-0.05, -0.33, 0.32], [0.20, -0.12, 0.22], [-0.12, -0.21, 0.08], [0.50, -0.07, -0.97], [-0.35, 0.15, -0.25], [0.29, 0.15, 0.26], [-0.02, 0.07, -0.03], [-0.20, -0.08, -0.07], [-0.07, -0.34, -0.03], [0.01, 0.01, -0.01], [-0.30, 0.41, -0.17], [-0.11, -0.14, -0.10], [0.08, 0.11, 0.04], [0.07, -0.03, -0.09], [0.11, -0.01, 0.07], [-0.04, 0.00, 0.08], [-0.06, 0.01, -0.07], [-0.02, -0.02, 0.05], [0.05, 0.00, -0.01], [0.02, 0.07, -0.14], [0.00, 0.01, 0.07], [-0.03, -0.10, 0.06], [-0.06, 0.01, 0.15], [0.04, 0.04, -0.15], [-0.03, -0.03, -0.02], [0.10, -0.03, -0.02], [0.08, -0.04, 0.07], [-0.02, -0.09, -0.01], [-0.13, -0.16, -0.05], [-0.23, 0.05, 0.10], [-0.04, 0.00, 0.03], [0.04, 0.01, -0.02], [0.02, -0.05, -0.02], [0.09, 0.03, 0.22], [0.00, -0.03, 0.08], [0.09, 0.07, 0.05], [0.11, -0.02, -0.01], [-0.10, 0.03, 0.01], [0.00, 0.00, 0.01], [0.08, 0.00, -0.11]]}

---

{"formula": "C20H28N5O7Sr2", "method": "ωB97M-V with the def2-TZVPD basis set", "multiplicity": 1, "total_charge": 5, "max_force_ha_per_bohr": 0.0650, "homo_lumo_gap_ev": 1.3, "energy_ha": -1638.29873, "species": ["N", "H", "H", "H", "H", "N", "H", "H", "H", "H", "Sr", "Sr", "C", "C", "O", "H", "H", "H", "H", "H", "C", "C", "C", "C", "C", "C", "N", "O", "O", "H", "H", "H", "H", "H", "C", "C", "C", "C", "C", "C", "N", "O", "O", "H", "H", "H", "H", "H", "C", "C", "C", "C", "C", "C", "N", "O", "O", "H", "H", "H", "H", "H"], "xyz": [[-5.108, -1.223, -1.361], [-5.187, -2.189, -1.667], [-5.426, -0.638, -2.135], [-4.148, -1.117, -0.965], [-5.898, -0.967, -0.763], [-2.401, -4.183, -3.910], [-1.838, -3.335, -4.029], [-2.006, -5.022, -3.484], [-2.631, -4.393, -4.883], [-3.279, -3.908, -3.480], [-4.854, -1.390, -5.422], [-1.593, -1.074, -7.198], [-0.651, -0.449, -2.898], [-1.976, -0.147, -3.545], [-2.233, -0.993, -4.673], [-0.580, -1.491, -2.579], [-0.542, 0.112, -1.967], [0.190, -0.124, -3.510], [-1.872, 0.841, -4.003], [-2.810, -0.114, -2.838], [6.254, -0.059, -1.297], [6.195, -0.140, 0.075], [4.959, -0.285, 0.712], [3.798, -0.477, -0.041], [3.918, -0.553, -1.413], [5.128, -0.346, -2.055], [2.570, -0.770, 0.708], [2.593, -0.658, 1.901], [1.619, -1.193, 0.020], [7.232, 0.030, -1.750], [7.095, -0.294, 0.656], [4.977, -0.272, 1.792], [3.011, -0.605, -2.002], [5.275, -0.311, -3.125], [-1.492, -1.629, 4.868], [-1.042, -2.601, 4.057], [-1.112, -2.494, 2.650], [-1.817, -1.506, 2.075], [-2.303, -0.478, 2.921], [-2.123, -0.508, 4.305], [-2.150, -1.543, 0.668], [-3.098, -0.852, 0.241], [-1.605, -2.377, -0.004], [-1.420, -1.731, 5.942], [-0.662, -3.526, 4.468], [-0.877, -3.424, 2.150], [-2.773, 0.316, 2.356], [-2.294, 0.387, 4.885], [1.402, 6.120, 2.443], [1.805, 5.160, 3.372], [1.557, 3.769, 3.105], [0.868, 3.363, 1.989], [0.520, 4.384, 1.085], [0.817, 5.737, 1.240], [0.637, 1.944, 1.731], [0.306, 1.270, 2.696], [0.801, 1.560, 0.582], [1.595, 7.185, 2.464], [2.215, 5.544, 4.296], [1.942, 3.075, 3.841], [-0.031, 4.103, 0.196], [0.553, 6.488, 0.511]], "atomic_forces_ev_per_a": [[-1.95, -0.07, -1.21], [-0.46, -0.25, 0.39], [1.07, 0.28, -0.35], [0.78, 0.83, 0.97], [0.36, -0.62, 1.31], [-0.54, 0.27, -1.28], [0.64, 0.14, 0.86], [0.49, 0.06, 0.39], [-0.15, -0.66, -0.12], [0.00, -0.25, 0.50], [0.16, 0.50, 0.01], [0.67, 0.39, 0.63], [-0.13, -0.04, 0.87], [0.90, 1.02, -1.08], [-1.53, -1.52, -1.97], [0.21, -0.09, -0.20], [-0.11, 0.11, 0.04], [-0.04, -0.35, -0.21], [-0.33, 0.37, 0.57], [-0.03, -0.23, 0.11], [0.51, -0.72, -0.51], [0.13, -0.51, 0.00], [-0.75, -0.05, 0.42], [1.84, -0.05, 1.17], [-1.92, 0.43, -0.35], [1.63, 0.97, 0.12], [-0.98, -0.84, -1.73], [-0.33, 0.13, 0.03], [0.95, 0.59, 1.01], [-0.09, 0.18, -0.25], [0.10, 0.57, 0.09], [-0.43, -0.12, 0.04], [-0.02, -0.39, 0.02], [-0.52, -0.29, -0.10], [-0.94, 1.42, 0.84], [0.75, -1.18, -1.59], [0.24, -3.09, 1.25], [-0.88, 2.14, 0.90], [-0.13, 0.22, -0.72], [0.71, 0.26, -1.37], [-0.05, -0.99, 1.30], [0.01, 0.49, -0.26], [0.15, -0.04, -0.99], [0.06, 0.07, 0.04], [0.24, 0.08, -0.01], [0.40, 0.32, -0.47], [-0.17, 0.42, 0.65], [-0.55, -0.17, 0.12], [0.00, 0.46, -1.86], [-0.72, 0.20, -0.52], [0.34, -0.06, 0.96], [1.01, 1.80, 0.75], [-0.91, -1.16, -1.66], [0.31, -0.13, 1.66], [-0.38, -0.08, 0.84], [0.36, 0.39, -1.19], [-0.25, 0.03, 0.27], [0.21, -0.02, 0.99], [0.28, -0.57, 0.16], [-0.19, -0.25, -0.06], [0.07, -0.15, -0.08], [-0.11, -0.19, -0.15]]}